No. 1
The following is a quantum chemistry calculation of C14H37BeN3O7 as an isolated structure, from the OMol25 dataset.

The expectation value of S² is 0.75. Its HOMO energy (spin up / spin down) is -0.46 / -1.42 eV. As for the spin multiplicity: 2. The net charge is -1.

Each line ends with the Mulliken spin population.
Element x y z (Å)
Be 0.209 0.698 -0.769  2.359
C -1.332 1.967 -3.029  0.000
O -1.624 0.887 -2.475  -0.132
O -2.136 2.756 -3.550  -0.014
O -0.226 2.409 -2.797  -0.053
C -1.611 4.297 1.813  0.010
C -0.654 3.325 1.132  0.081
C 0.605 2.780 1.935  -0.095
O 1.439 1.875 1.193  -0.225
C 2.711 2.039 1.703  -0.016
N -1.388 2.150 0.712  -0.014
H -1.999 3.903 2.752  0.007
H -2.460 4.574 1.188  -0.011
H -1.103 5.197 2.158  0.001
H -0.408 3.779 0.172  0.013
H 0.203 2.273 2.812  -0.013
H 1.110 3.652 2.351  -0.004
H 3.217 2.996 1.568  0.000
H 3.344 1.324 1.178  0.008
H 2.710 1.813 2.769  0.012
H -2.163 2.436 0.130  -0.029
H -1.841 1.822 1.553  0.017
C -4.137 -0.925 0.282  -0.005
C -2.731 -1.248 0.690  0.007
C -2.662 -2.714 1.264  0.006
O -1.287 -2.890 1.626  -0.056
C -0.792 -4.193 1.560  0.000
N -1.847 -1.185 -0.447  -0.056
H -4.832 -0.876 1.121  -0.003
H -4.528 -1.737 -0.330  0.006
H -4.243 -0.028 -0.329  -0.013
H -2.471 -0.443 1.378  0.073
H -3.029 -3.417 0.516  0.000
H -3.288 -2.834 2.148  -0.003
H -1.351 -4.970 2.083  0.000
H 0.178 -4.227 2.056  -0.002
H -0.701 -4.442 0.503  0.001
H -2.013 -2.091 -0.861  0.002
H -2.284 -0.643 -1.178  0.023
C 4.003 0.301 -3.406  0.043
C 2.567 0.159 -2.788  -0.042
C 2.195 -1.337 -2.610  -0.058
O 0.899 -1.408 -2.035  -0.219
C 0.542 -2.709 -1.716  0.001
N 2.613 0.758 -1.508  -0.225
H 4.779 -0.168 -2.801  0.006
H 4.242 1.358 -3.522  -0.002
H 4.138 -0.176 -4.377  0.001
H 1.802 0.604 -3.424  -0.007
H 2.908 -1.853 -1.967  -0.002
H 2.206 -1.784 -3.604  0.001
H 0.731 -2.914 -0.663  0.003
H 0.994 -3.541 -2.257  0.003
H -0.531 -2.830 -1.867  0.003
H 3.120 1.631 -1.524  0.031
H 3.315 0.224 -1.017  0.059
C 1.066 -1.010 2.655  -0.005
O 0.437 -0.876 1.387  -0.454
H 2.133 -0.787 2.616  -0.006
H 0.618 -0.275 3.324  0.001
H 0.967 -2.008 3.080  0.011
H -0.330 -1.451 1.441  -0.026

No. 2
The following is a quantum chemistry calculation of a 14-piece molecular cluster, C84H210N14O28 overall, from the OMol25 dataset.

Its HOMO energy is -7.77 eV. As for the spin multiplicity: 1. The net charge is 0. As for the energy above the lowest of the compared OMol25 structures with the same formula, charge and spin: 4.0023 eV.

Each line ends with the Löwdin charge.
Element x y z (Å)
C -3.001 -0.893 3.103  -0.095
O -1.854 -0.345 2.472  -0.208
C -0.692 -1.149 2.459  -0.189
C 0.499 -0.379 1.817  -0.127
N 0.771 -0.740 0.389  -0.039
C -0.350 -0.366 -0.509  -0.163
C -0.039 -0.463 -2.006  -0.170
O 0.903 0.587 -2.238  -0.252
C 1.452 0.564 -3.598  -0.044
H -2.770 -1.072 4.153  0.066
H -3.344 -1.876 2.779  0.074
H -3.893 -0.268 3.118  0.076
H -0.905 -2.089 1.950  0.114
H -0.617 -1.366 3.525  0.111
H 1.394 -0.720 2.337  0.101
H 0.451 0.682 2.061  0.107
H 1.686 -0.471 0.056  0.067
H -0.736 0.624 -0.267  0.096
H -1.177 -1.015 -0.223  0.099
H -0.928 -0.201 -2.580  0.115
H 0.391 -1.418 -2.308  0.105
H 2.166 1.377 -3.728  0.076
H 0.667 0.614 -4.353  0.083
H 1.979 -0.384 -3.713  0.072
C 2.689 7.208 -3.862  -0.061
O 2.063 6.228 -4.763  -0.203
C 2.971 5.454 -5.551  -0.222
C 2.229 4.571 -6.528  -0.199
N 3.138 3.914 -7.443  -0.064
C 2.617 2.775 -8.084  -0.240
C 3.680 2.062 -8.872  -0.218
O 4.656 1.702 -7.920  -0.210
C 5.561 0.724 -8.454  -0.080
H 2.990 8.092 -4.422  0.082
H 3.548 6.741 -3.379  0.061
H 1.975 7.515 -3.097  0.082
H 3.683 4.885 -4.953  0.103
H 3.557 6.152 -6.149  0.123
H 1.516 5.109 -7.152  0.127
H 1.690 3.858 -5.903  0.104
H 4.077 3.705 -7.134  0.104
H 1.864 3.153 -8.775  0.123
H 2.059 2.082 -7.454  0.117
H 4.140 2.627 -9.682  0.126
H 3.317 1.174 -9.388  0.103
H 5.149 -0.261 -8.675  0.079
H 6.374 0.617 -7.736  0.080
H 5.879 1.108 -9.423  0.086
C 4.027 4.996 -1.327  -0.077
O 4.617 4.595 -2.589  -0.239
C 6.043 4.481 -2.606  -0.177
C 6.344 3.004 -2.254  -0.187
N 6.445 2.008 -3.375  -0.036
C 5.197 1.877 -4.183  -0.187
C 5.228 0.524 -4.850  -0.224
O 5.129 -0.494 -3.872  -0.207
C 5.085 -1.830 -4.361  -0.096
H 2.978 5.212 -1.531  0.067
H 4.388 5.958 -0.966  0.088
H 4.073 4.212 -0.571  0.077
H 6.516 5.049 -1.805  0.114
H 6.464 4.692 -3.589  0.125
H 5.681 2.603 -1.487  0.095
H 7.293 2.981 -1.718  0.106
H 6.607 1.087 -2.994  0.081
H 5.090 2.668 -4.925  0.109
H 4.322 1.957 -3.539  0.097
H 6.197 0.433 -5.341  0.119
H 4.393 0.419 -5.543  0.118
H 4.945 -2.569 -3.573  0.062
H 5.986 -2.013 -4.946  0.094
H 4.309 -2.020 -5.103  0.070
C 1.162 -4.180 3.824  -0.112
O -0.155 -4.455 3.352  -0.213
C -1.038 -5.015 4.349  -0.158
C -2.534 -5.163 3.931  -0.189
N -2.691 -6.189 2.882  -0.047
C -3.918 -5.942 2.080  -0.176
C -5.202 -5.706 2.920  -0.194
O -5.346 -4.327 3.269  -0.241
C -6.707 -3.848 3.432  -0.076
H 1.642 -4.947 4.432  0.088
H 1.187 -3.284 4.444  0.071
H 1.829 -3.922 3.002  0.061
H -0.964 -4.342 5.204  0.107
H -0.598 -5.975 4.617  0.120
H -2.972 -4.216 3.616  0.092
H -3.202 -5.416 4.754  0.102
H -1.921 -6.001 2.257  0.064
H -4.025 -6.725 1.329  0.113
H -3.710 -5.027 1.526  0.085
H -5.097 -6.240 3.864  0.115
H -6.067 -6.109 2.393  0.116
H -6.795 -2.789 3.677  0.070
H -7.171 -4.374 4.266  0.076
H -7.253 -4.074 2.517  0.084
C -2.991 -1.832 -4.260  -0.081
O -1.570 -2.115 -4.326  -0.215
C -1.328 -3.437 -4.896  -0.193
C 0.155 -3.521 -5.166  -0.217
N 0.835 -4.219 -4.074  -0.041
C 2.269 -3.944 -4.101  -0.193
C 3.018 -4.834 -5.108  -0.212
O 3.215 -4.260 -6.375  -0.230
C 3.971 -5.070 -7.218  -0.101
H -3.242 -0.836 -3.895  0.074
H -3.527 -2.619 -3.729  0.087
H -3.366 -1.833 -5.284  0.071
H -1.877 -3.554 -5.830  0.109
H -1.707 -4.232 -4.254  0.121
H 0.519 -2.512 -5.361  0.101
H 0.350 -4.112 -6.061  0.116
H 0.468 -3.773 -3.246  0.064
H 2.571 -4.213 -3.089  0.100
H 2.476 -2.880 -4.207  0.092
H 2.483 -5.777 -5.222  0.124
H 4.000 -5.083 -4.706  0.114
H 3.777 -4.810 -8.259  0.075
H 3.666 -6.111 -7.118  0.093
H 4.971 -4.778 -6.897  0.098
C -4.597 -3.415 -0.330  -0.117
O -5.157 -2.461 -1.188  -0.185
C -4.649 -1.153 -0.996  -0.202
C -5.648 -0.422 -0.020  -0.178
N -5.497 1.002 -0.083  -0.064
C -4.239 1.570 0.278  -0.181
C -4.366 3.115 0.301  -0.120
O -5.152 3.556 1.476  -0.245
C -4.327 4.076 2.515  -0.071
H -4.786 -3.245 0.730  0.070
H -3.526 -3.545 -0.482  0.072
H -5.043 -4.382 -0.567  0.094
H -4.653 -0.663 -1.970  0.105
H -3.618 -1.079 -0.652  0.102
H -5.381 -0.830 0.955  0.096
H -6.677 -0.675 -0.274  0.126
H -6.276 1.580 0.199  0.056
H -3.442 1.222 -0.380  0.111
H -4.001 1.383 1.325  0.104
H -5.023 3.415 -0.514  0.095
H -3.491 3.749 0.150  0.107
H -3.846 3.269 3.066  0.080
H -5.019 4.574 3.194  0.091
H -3.658 4.825 2.090  0.073
C -1.210 6.097 2.054  -0.102
O -1.038 4.737 1.575  -0.197
C -0.245 4.710 0.409  -0.248
C -0.464 3.446 -0.332  -0.201
N 0.540 3.287 -1.389  -0.003
C 0.417 4.142 -2.620  -0.172
C -0.652 3.746 -3.605  -0.249
O -1.907 4.019 -3.068  -0.170
C -2.920 3.495 -3.932  -0.082
H -1.821 6.697 1.379  0.086
H -0.317 6.687 2.259  0.080
H -1.718 6.086 3.018  0.075
H 0.771 4.820 0.786  0.103
H -0.461 5.592 -0.195  0.121
H -1.467 3.479 -0.756  0.095
H -0.473 2.647 0.410  0.112
H 0.647 2.338 -1.716  0.054
H 1.345 4.016 -3.179  0.097
H 0.420 5.217 -2.443  0.111
H -0.539 2.681 -3.808  0.111
H -0.454 4.302 -4.522  0.120
H -3.939 3.653 -3.576  0.067
H -2.867 2.407 -3.926  0.076
H -2.791 3.821 -4.964  0.086
C -5.215 2.411 6.534  -0.105
O -3.817 2.350 6.387  -0.213
C -3.136 3.574 6.078  -0.188
C -1.799 3.255 5.376  -0.168
N -1.068 2.312 6.257  -0.030
C 0.117 1.797 5.604  -0.212
C 0.963 0.872 6.428  -0.196
O 0.256 -0.353 6.468  -0.213
C 0.844 -1.468 7.106  -0.098
H -5.607 1.501 6.988  0.081
H -5.756 2.623 5.612  0.080
H -5.536 3.182 7.235  0.087
H -3.046 4.177 6.982  0.124
H -3.744 4.145 5.376  0.096
H -1.234 4.158 5.146  0.118
H -2.030 2.686 4.475  0.107
H -1.707 1.558 6.463  0.069
H 0.768 2.571 5.198  0.104
H -0.098 1.307 4.654  0.114
H 1.115 1.154 7.470  0.122
H 1.984 0.717 6.077  0.112
H 0.219 -2.357 7.024  0.083
H 1.003 -1.293 8.170  0.083
H 1.795 -1.754 6.655  0.062
C 3.884 0.972 3.205  -0.128
O 3.105 2.057 3.623  -0.163
C 3.049 3.063 2.600  -0.208
C 2.493 4.396 3.120  -0.193
N 3.545 4.914 4.010  -0.052
C 3.111 6.199 4.519  -0.229
C 3.925 6.661 5.679  -0.261
O 3.698 5.802 6.757  -0.178
C 4.317 6.195 7.963  -0.110
H 4.911 1.153 2.888  0.096
H 3.423 0.403 2.397  0.061
H 4.096 0.276 4.017  0.071
H 2.320 2.819 1.827  0.107
H 3.987 3.197 2.061  0.116
H 1.544 4.245 3.634  0.108
H 2.383 5.147 2.338  0.109
H 3.752 4.266 4.756  0.107
H 2.103 6.075 4.917  0.121
H 3.256 6.963 3.756  0.126
H 3.737 7.707 5.919  0.123
H 4.989 6.635 5.442  0.124
H 5.336 6.520 7.752  0.081
H 4.376 5.498 8.799  0.088
H 3.859 7.093 8.376  0.082
C 7.064 -3.237 -1.719  -0.121
O 7.099 -3.400 -0.325  -0.206
C 7.242 -4.743 0.188  -0.196
C 7.609 -4.727 1.665  -0.196
N 6.467 -4.412 2.581  -0.051
C 5.999 -2.985 2.500  -0.179
C 4.921 -2.807 3.512  -0.247
O 5.562 -2.562 4.735  -0.183
C 4.648 -2.441 5.802  -0.108
H 6.112 -3.606 -2.101  0.063
H 7.897 -3.741 -2.210  0.090
H 7.127 -2.185 -1.999  0.087
H 8.097 -5.252 -0.256  0.112
H 6.382 -5.384 -0.007  0.124
H 8.442 -4.079 1.938  0.116
H 7.923 -5.743 1.906  0.112
H 6.736 -4.639 3.528  0.095
H 5.580 -2.842 1.504  0.099
H 6.833 -2.295 2.626  0.126
H 4.298 -3.696 3.607  0.117
H 4.368 -1.912 3.226  0.108
H 5.151 -2.407 6.769  0.089
H 4.040 -3.345 5.799  0.084
H 4.057 -1.525 5.796  0.065
C 3.712 -1.122 -11.584  -0.141
O 2.924 -1.052 -10.431  -0.209
C 2.582 -2.376 -9.916  -0.191
C 1.796 -2.296 -8.622  -0.218
N 0.583 -1.568 -8.957  -0.033
C -0.287 -1.413 -7.767  -0.199
C -1.500 -0.551 -8.037  -0.209
O -1.199 0.852 -8.102  -0.198
C -2.279 1.774 -8.080  -0.100
H 3.850 -0.089 -11.903  0.085
H 3.213 -1.567 -12.445  0.086
H 4.717 -1.538 -11.509  0.087
H 3.534 -2.853 -9.681  0.104
H 2.093 -3.008 -10.657  0.126
H 2.360 -1.935 -7.762  0.116
H 1.510 -3.329 -8.427  0.113
H 0.750 -0.700 -9.445  0.107
H 0.197 -0.948 -6.907  0.110
H -0.676 -2.382 -7.454  0.102
H -2.236 -0.807 -7.275  0.105
H -1.926 -0.871 -8.988  0.124
H -2.993 1.619 -8.889  0.081
H -1.799 2.746 -8.188  0.089
H -2.866 1.636 -7.172  0.077
C 3.957 0.246 -0.596  -0.097
O 3.499 -0.946 -0.013  -0.214
C 3.604 -2.068 -0.884  -0.182
C 2.957 -3.339 -0.355  -0.188
N 1.556 -3.317 -0.669  -0.070
C 0.867 -4.467 -0.086  -0.148
C -0.624 -4.634 -0.629  -0.134
O -1.347 -5.692 0.083  -0.221
C -0.925 -6.981 -0.271  -0.125
H 3.308 0.601 -1.397  0.080
H 4.981 0.202 -0.968  0.086
H 3.947 1.063 0.126  0.077
H 4.688 -2.144 -0.975  0.099
H 3.243 -1.826 -1.883  0.112
H 3.020 -3.464 0.726  0.113
H 3.394 -4.186 -0.884  0.114
H 1.120 -2.431 -0.457  0.056
H 0.896 -4.355 0.998  0.093
H 1.342 -5.411 -0.352  0.111
H -0.707 -4.825 -1.699  0.095
H -1.207 -3.720 -0.513  0.095
H -1.599 -7.700 0.194  0.086
H 0.040 -7.339 0.088  0.083
H -0.929 -7.050 -1.359  0.089
C -1.263 -0.858 10.369  -0.098
O -1.871 -1.346 9.176  -0.204
C -2.541 -0.377 8.393  -0.221
C -3.087 -0.965 7.093  -0.199
N -3.984 -2.009 7.563  -0.056
C -4.342 -2.927 6.521  -0.193
C -5.109 -4.141 7.126  -0.207
O -4.210 -5.127 7.621  -0.200
C -4.835 -6.204 8.309  -0.100
H -1.954 -0.377 11.061  0.084
H -0.486 -0.134 10.124  0.079
H -0.757 -1.624 10.957  0.085
H -1.892 0.467 8.158  0.107
H -3.404 -0.136 9.014  0.125
H -2.152 -1.251 6.611  0.105
H -3.710 -0.269 6.531  0.110
H -3.453 -2.463 8.292  0.102
H -3.492 -3.383 6.014  0.101
H -4.906 -2.348 5.789  0.113
H -5.739 -4.648 6.396  0.100
H -5.835 -3.782 7.856  0.116
H -5.604 -5.872 9.006  0.083
H -4.047 -6.728 8.850  0.088
H -5.291 -6.840 7.550  0.083
C -8.036 0.102 5.116  -0.122
O -8.286 1.271 4.353  -0.198
C -7.702 1.355 3.022  -0.178
C -8.448 2.423 2.196  -0.190
N -7.708 2.739 0.967  -0.053
C -8.582 3.556 0.029  -0.161
C -7.916 3.839 -1.264  -0.258
O -7.179 5.024 -1.155  -0.205
C -6.445 5.282 -2.336  -0.099
H -7.036 -0.027 5.530  0.066
H -8.391 -0.827 4.669  0.077
H -8.608 0.232 6.034  0.086
H -7.835 0.419 2.481  0.113
H -6.631 1.531 3.129  0.110
H -8.636 3.322 2.784  0.115
H -9.447 2.030 2.004  0.116
H -6.815 3.195 1.088  0.056
H -8.828 4.538 0.433  0.121
H -9.500 2.989 -0.133  0.117
H -8.595 3.998 -2.101  0.123
H -7.197 3.061 -1.521  0.112
H -5.767 6.112 -2.138  0.090
H -7.162 5.638 -3.076  0.095
H -5.753 4.452 -2.480  0.062

No. 3
The following is a quantum chemistry calculation of a 2-piece molecular cluster, C3H10NO3 overall, from the OMol25 dataset.

Its HOMO energy is -15.06 eV. As for the spin multiplicity: 1. The net charge is +1. As for the energy above the lowest of the compared OMol25 structures with the same formula, charge and spin: 1.0005 eV.

Each line ends with the natural charge from an NBO analysis.
Element x y z (Å)
C -0.708 0.187 -1.428  -0.227
C -1.274 0.631 -0.069  -0.581
C -0.872 -0.165 1.145  0.800
O -1.614 0.171 2.192  -0.649
O -0.199 -1.155 1.010  -0.598
N 0.790 -0.007 -1.276  -0.708
H -1.202 -0.682 -1.832  0.243
H -0.923 1.102 -1.980  0.238
H -2.382 0.533 -0.126  0.291
H -1.384 1.721 -0.037  0.267
H -1.262 -0.166 3.014  0.514
H 1.273 0.893 -1.312  0.441
H 1.095 -0.687 -1.973  0.441
H 1.006 -0.448 -0.360  0.492
H 2.588 -0.057 1.543  0.501
H 2.629 -1.410 0.802  0.502
O 2.441 -0.462 0.687  -0.965